[1]
Molecular formula: C29H53NO6
Method: DFT, the ωB97M-V functional and the def2-TZVPD basis

Each line ends with the Löwdin charge.
Geometry (Å):
C: -0.87102 -6.21812 -0.25315  -0.18
C: -0.72560 -6.55067 -1.68367  -0.21
C: -1.99171 -7.23648 -2.12685  -0.18
O: -2.61613 -7.69290 -0.92013  -0.13
C: -2.00643 -7.12641 0.25065  -0.17
H: -1.10738 -5.16281 -0.11700  0.09
H: 0.08934 -6.29105 0.25723  0.12
H: 0.16711 -7.12657 -1.92758  0.12
H: -0.54595 -5.60562 -2.19624  0.10
H: -1.76325 -8.00416 -2.86616  0.12
H: -2.56571 -6.40524 -2.53630  0.11
H: -1.69978 -7.92868 0.92180  0.12
H: -2.71335 -6.50825 0.80403  0.11
C: 1.80686 -2.43750 5.96903  -0.15
C: 2.37136 -2.27305 4.55185  -0.17
C: 1.57569 -1.15914 3.94109  -0.24
O: 1.29450 -0.39602 5.04649  -0.16
C: 1.19024 -1.04644 6.28632  -0.17
H: 2.52814 -2.80547 6.69872  0.11
H: 0.99233 -3.14774 5.82692  0.10
H: 2.35902 -3.16178 3.92089  0.11
H: 3.42219 -2.00331 4.65715  0.11
H: 0.61453 -1.53112 3.58623  0.11
H: 2.05608 -0.63716 3.11354  0.12
H: 0.16451 -1.25321 6.59162  0.12
H: 1.86160 -0.63884 7.04212  0.12
C: -3.29180 2.65281 -2.69586  -0.14
C: -2.39697 1.80995 -1.90343  -0.15
C: -3.02900 1.46790 -0.63562  -0.09
O: -4.33779 1.84392 -0.80811  0.14
C: -4.57526 2.67439 -1.91273  -0.08
H: -3.47362 2.23654 -3.68670  0.14
H: -2.90669 3.66205 -2.84160  0.14
H: -1.38573 2.21258 -1.84531  0.13
H: -2.04501 1.00690 -2.55100  0.14
H: -2.74788 2.09776 0.20838  0.20
H: -3.03375 0.47762 -0.18017  0.16
H: -4.68346 3.69074 -1.53403  0.18
H: -5.42065 2.34144 -2.51486  0.17
C: 1.96310 0.09003 -5.35187  -0.16
C: 0.60647 0.58601 -4.85523  -0.18
C: 0.20581 1.81239 -5.68652  -0.21
O: 1.48900 2.29977 -5.89048  -0.15
C: 2.47147 1.28218 -6.11055  -0.19
H: 1.98767 -0.74214 -6.05542  0.11
H: 2.70471 -0.08520 -4.57252  0.11
H: 0.75936 0.88762 -3.81901  0.09
H: -0.13615 -0.21131 -4.82552  0.10
H: -0.48994 2.48399 -5.18353  0.11
H: -0.18152 1.55361 -6.67197  0.12
H: 3.46554 1.61109 -5.80767  0.12
H: 2.53177 1.17961 -7.19403  0.12
C: 1.16757 3.95591 -0.51109  -0.14
C: 2.27736 4.99174 -0.31402  -0.19
C: 3.54221 4.48474 -0.99640  -0.16
O: 3.26816 3.06961 -0.89932  -0.16
C: 2.03895 2.67470 -0.29374  -0.19
H: 0.71255 3.87410 -1.49817  0.10
H: 0.33830 4.07888 0.18554  0.09
H: 2.58564 5.26645 0.69474  0.11
H: 1.92911 5.96315 -0.66500  0.11
H: 4.43277 4.90007 -0.52467  0.12
H: 3.46844 4.72416 -2.05723  0.12
H: 2.28947 2.48915 0.75073  0.10
H: 1.69700 1.69744 -0.63455  0.08
C: -0.03593 3.51715 4.65839  -0.13
C: -1.06191 2.38873 4.79513  -0.16
C: -1.00734 1.54790 3.47522  -0.15
O: 0.17860 2.00385 2.74240  -0.19
C: 0.92657 2.87789 3.56703  -0.20
H: 0.56211 3.68646 5.55381  0.11
H: -0.48414 4.43452 4.27678  0.11
H: -1.97616 2.91646 5.06669  0.10
H: -1.00492 1.79735 5.70897  0.11
H: -1.88668 1.66305 2.84151  0.09
H: -0.76684 0.50283 3.67037  0.09
H: 1.27868 3.65085 2.88391  0.10
H: 1.75977 2.34527 4.02549  0.11
N: 1.09575 -0.77953 -0.86400  0.08
C: 0.44207 -1.50203 -1.76826  -0.17
C: -0.73508 -2.16975 -1.57403  -0.08
C: -1.44076 -1.98402 -0.39552  -0.10
C: -0.90533 -1.13172 0.56559  -0.07
C: 0.40221 -0.57343 0.30372  -0.09
H: 1.04435 -1.57662 -2.66161  0.10
H: -1.05134 -2.89269 -2.31141  0.10
H: -2.37288 -2.49785 -0.21238  0.11
H: -1.52550 -0.99746 1.43953  0.09
H: 0.88029 0.02819 1.06258  0.08

Atomic forces in eV per Å
0.24 0.17 1.52
1.62 0.37 -1.53
0.19 1.32 0.87
0.05 -0.37 -0.16
0.23 0.31 -0.31
-0.45 0.05 -0.07
-0.12 -0.49 0.29
-0.02 -0.33 0.37
-0.18 -0.05 -0.51
-0.60 -0.24 0.28
-0.77 -0.48 -0.47
0.19 -0.09 -0.16
-0.38 -0.14 -0.10
-0.87 -0.69 -1.01
1.52 -0.72 -0.10
-0.50 -1.61 0.42
-0.71 4.17 0.93
1.49 -2.55 -0.82
-0.14 0.02 -0.12
-0.02 -0.30 0.63
-0.11 -0.25 0.28
0.11 0.29 -0.31
-0.22 -0.41 -0.60
0.15 0.43 0.42
-0.08 0.81 0.23
-0.64 0.87 -0.01
-0.81 1.35 -1.66
4.33 -1.25 -1.59
-0.58 0.03 -0.23
-2.23 -0.32 1.21
0.93 0.46 -1.02
0.11 0.06 0.03
-0.07 -0.03 0.02
-0.09 0.73 0.89
-0.74 -1.11 0.50
0.53 0.45 0.80
0.23 -0.47 -0.10
-0.86 0.06 0.49
-0.48 -0.03 0.70
0.69 -0.07 -0.62
-1.11 -1.25 0.90
1.41 -2.24 -0.25
1.37 3.08 0.07
-0.61 1.18 -0.88
-0.51 -0.33 0.39
-0.49 -0.40 0.31
-0.16 0.26 0.10
-0.16 -0.11 -0.09
0.46 0.35 0.05
-0.63 -0.28 -0.04
-0.28 0.40 0.31
-0.02 -0.57 -0.16
0.82 -1.51 1.14
-0.40 2.29 -0.33
-3.20 -0.71 -0.32
1.96 -1.37 -0.83
0.43 1.51 0.72
0.40 0.56 -0.34
0.12 -0.08 0.29
-0.71 -0.81 0.58
0.17 0.16 -0.48
0.20 -0.77 -0.01
0.63 0.11 -0.09
-0.49 0.27 0.49
0.05 0.33 -0.84
1.59 -1.77 -1.36
-0.92 0.44 0.55
1.44 0.53 0.64
-1.49 -0.03 0.40
-0.38 1.30 0.25
-0.32 0.21 0.04
0.06 -0.05 0.14
-0.73 -0.26 -0.97
0.98 -0.41 -0.27
-0.03 0.00 -0.07
-0.66 -0.12 0.28
0.45 0.06 0.16
0.00 -0.01 0.11
-1.96 0.78 2.38
1.71 0.06 -0.34
-0.70 -0.59 -0.09
0.45 0.29 -0.06
1.23 0.19 -1.12
-0.91 -0.82 -0.59
-0.37 -0.42 -0.49
-0.22 0.13 -0.17
-0.09 -0.10 -0.02
0.60 0.40 0.49
0.09 0.14 0.04

For the energy, the calculation gives -1642.40893 Ha. As for the charge: +1. The multiplicity is 2. As for the HOMO-LUMO gap (spin up / spin down): 8.20 / 2.38 eV. For the HOMO energy (spin up / spin down), the calculation gives -11.142 / -11.142 eV.

=====

[2]
Molecular formula: CH2FNO
Method: DFT, the ωB97M-V functional and the def2-TZVPD basis

Each line ends with the Löwdin charge.
Geometry (Å):
C: -1.20115 -0.51363 -0.08999  0.00
N: 1.04864 0.26753 -0.14779  0.02
O: 2.17943 -0.07432 0.23257  -0.03
F: -1.93043 0.52451 0.12149  -0.03
H: -1.26016 -1.13618 0.78739  -0.02
H: 1.16367 0.93209 -0.90366  0.06

Atomic forces in eV per Å
0.60 -0.93 -2.58
2.75 -1.12 2.76
-2.94 0.61 -1.16
-0.51 1.04 0.72
0.13 -0.19 1.42
-0.04 0.59 -1.15

For the energy, the calculation gives -268.92032 Ha. For the energy above the lowest of the compared OMol25 structures with the same formula, charge and spin, the calculation gives 167.52 kcal per mole. As for the charge: 0. As for the HOMO-LUMO gap (spin up / spin down): 7.77 / 7.77 eV. For the HOMO energy (spin up / spin down), the calculation gives -8.717 / -8.718 eV.